{
  "formula": "C28H31IrN3O9PS3",
  "method": "ωB97M-V/def2-TZVPD",
  "symbols": ["Ir", "S", "S", "S", "P", "O", "O", "O", "O", "O", "O", "O", "O", "O", "N", "N", "N", "C", "C", "C", "C", "C", "C", "C", "C", "C", "C", "C", "C", "C", "C", "C", "C", "C", "C", "C", "C", "C", "C", "C", "C", "C", "C", "C", "C", "H", "H", "H", "H", "H", "H", "H", "H", "H", "H", "H", "H", "H", "H", "H", "H", "H", "H", "H", "H", "H", "H", "H", "H", "H", "H", "H", "H", "H", "H", "H"],
  "xyz": [[-0.49603, -0.00606, -0.12650], [1.98430, 5.71208, 0.50510], [0.91943, 2.78666, -0.00660], [0.72284, -3.39927, -0.89997], [0.34175, 4.68689, 0.27679], [-2.34841, 0.46951, -0.25040], [-0.71105, 4.85667, 1.45975], [-0.38503, -0.02244, 1.91147], [0.63746, -3.21246, -2.32440], [-1.21648, -0.20773, 4.36878], [2.02327, -3.25896, -0.29620], [-2.21334, -2.54030, 1.20773], [-0.23617, 0.24500, -2.09011], [-0.47284, 5.28370, -0.94530], [-0.36204, -2.39063, -0.15919], [1.46328, -0.14130, 0.18084], [1.87406, -0.21490, 1.46031], [-2.30720, 3.63082, -1.16198], [0.65996, 3.90845, 3.32791], [-0.71478, 4.25995, 2.78877], [1.70960, -0.24620, 6.47693], [-1.15032, -4.54037, 0.41801], [3.14314, -0.35994, -4.38162], [2.41027, -0.22472, -0.78531], [1.13541, -0.17522, 3.74585], [-0.04594, -4.87946, -0.37608], [3.27711, -0.37047, -3.02885], [0.86308, -0.14580, 2.29853], [0.77192, 0.04066, -4.16897], [-1.85038, 5.06322, -1.34475], [0.09131, -0.20703, 4.69155], [-1.33100, -3.11339, 0.55270], [2.45738, -0.18289, 4.20503], [0.86467, 0.03076, -2.75880], [2.16242, -0.17585, -2.15398], [-1.91824, -5.56462, 0.99268], [-3.31600, 0.36036, 0.77006], [-0.43340, -7.19368, -0.03420], [1.86916, -0.14954, -4.96143], [0.33077, -6.18802, -0.60703], [0.39760, -0.24293, 6.05267], [-2.73881, 6.07030, -0.63744], [-1.55220, -6.87220, 0.75920], [-1.65587, 3.07744, 2.77306], [2.75103, -0.21485, 5.55250], [-1.71570, 2.62771, 3.76637], [1.08766, 3.05747, 2.79568], [-3.17192, -0.53172, 1.38023], [-0.16665, -8.23018, -0.19459], [-2.41033, 3.38106, -0.10494], [-2.73848, 5.87666, 0.43504], [-3.28935, 1.24563, 1.41406], [4.00953, -0.51865, -5.01175], [1.92619, -0.28145, 7.53814], [4.24504, -0.55264, -2.57672], [1.19528, -6.41896, -1.21648], [-1.29254, -0.22845, 3.39436], [-1.61372, 2.92702, -1.61697], [3.78049, -0.21592, 5.88681], [-4.30263, 0.31532, 0.30377], [3.24245, -0.15851, 3.46186], [-3.76106, 5.99206, -1.01298], [-1.83061, 5.28851, -2.41122], [1.76104, -0.14860, -6.03928], [-1.14072, 5.05009, 3.40779], [-3.27876, 3.50227, -1.64220], [-2.37599, 7.08445, -0.80804], [-1.29653, 2.32165, 2.07418], [0.55948, 3.64200, 4.38138], [-2.77451, -5.31047, 1.60328], [-2.13408, -7.67544, 1.19599], [3.41967, -0.39297, -0.43122], [1.34419, 4.75168, 3.23825], [-0.21266, 0.19462, -4.59092], [-2.65853, 3.38826, 2.47188], [-0.42098, -0.27462, 6.76011]],
  "energy_ev": -97070.9640,
  "total_charge": -1,
  "e_homo_ev": [-2.6994, -5.4003],
  "multiplicity": 6,
  "fmax_ev_per_a": 3.75,
  "homo_lumo_gap_ha": [0.18939, 0.18623]
}